[1]
A cluster of 8 separate species, C15H49BBrN17O10P in total at a distorted geometry. Source: the Open Molecules 2025 dataset; level of theory: ωB97M-V/def2-TZVPD.

Geometry as XYZ:
```
94
Properties=species:S:1:pos:R:3
C 1.2027 -2.6072 2.3432
C 1.1351 -1.6766 1.1296
C -0.0242 -0.6988 1.1810
Br -0.2138 0.2335 2.8674
N 0.0071 0.2559 0.0065
C 0.6659 1.6004 0.2117
C 2.1207 1.5353 0.6854
B 3.2413 1.1825 -0.3808
O 3.7293 2.2261 -1.1409
O 3.7193 -0.1094 -0.5515
C 0.5727 2.3283 -1.1248
N -0.8359 2.6910 -1.3191
C -1.5729 1.4633 -1.6256
C -1.3905 0.3847 -0.5586
P -1.7894 -1.3196 -1.3150
N -3.0605 -1.8676 -0.2775
O -2.5996 -0.9220 -2.6747
H 1.6824 -2.1071 3.1823
H 1.7899 -3.4875 2.0900
H 0.2085 -2.9228 2.6632
H 2.0883 -1.1593 1.0189
H 1.0060 -2.2863 0.2283
H -0.9390 -1.2793 1.0942
H 0.5612 -0.2430 -0.7034
H 0.0488 2.1794 0.8929
H 2.3344 2.5542 1.0265
H 2.2405 0.9006 1.5637
H 4.6767 2.1975 -1.3048
H 4.6798 -0.1347 -0.5140
H 0.8843 1.6530 -1.9424
H 1.1901 3.2215 -1.1077
H -0.8913 3.3084 -2.1220
H -2.6385 1.6897 -1.6496
H -1.2977 1.0880 -2.6204
H -2.0545 0.5859 0.2830
H -3.9501 -1.7872 -0.7673
H -3.1590 -1.2948 0.5566
H -3.0773 -1.7014 -2.9948
C 0.1444 -4.1625 -3.3245
O -0.9529 -4.1542 -2.7828
N 0.6776 -5.2863 -3.8792
N 0.9464 -3.0642 -3.4299
H 1.5875 -5.2913 -4.3074
H 0.1307 -6.1259 -3.8431
H 0.6184 -2.2079 -3.0287
H 1.8346 -3.1049 -3.9010
C 4.2466 4.7628 1.9566
O 3.0291 4.6819 1.8368
N 5.0642 4.1491 1.0493
N 4.8449 5.4185 2.9840
H 6.0646 4.1230 1.1041
H 4.5697 3.6884 0.3067
H 4.2449 5.8586 3.6592
H 5.8388 5.4848 3.0962
C -3.8604 -4.9294 1.8802
O -4.7049 -4.4815 1.1200
N -4.0583 -6.0449 2.6331
N -2.6438 -4.3178 2.0030
H -3.3701 -6.4234 3.2552
H -4.9446 -6.5068 2.5459
H -2.5029 -3.5191 1.4099
H -1.9115 -4.6292 2.6118
C 0.8663 7.7775 2.7093
O 0.0635 6.8790 2.9188
N 2.0643 7.5259 2.1112
N 0.6255 9.0754 3.0565
H 2.7465 8.2341 1.9186
H 2.2394 6.5663 1.8474
H -0.2491 9.2812 3.5008
H 1.2722 9.8217 2.8874
C -6.2833 -4.9521 -2.7259
O -6.2388 -5.2966 -3.8935
N -5.1728 -4.8683 -1.9346
N -7.4575 -4.6150 -2.1054
H -5.1905 -4.5843 -0.9694
H -4.2947 -5.1171 -2.3515
H -8.2962 -4.6685 -2.6517
H -7.5133 -4.3439 -1.1421
C 4.6137 -4.8461 -4.4708
O 3.5843 -4.1810 -4.4545
N 4.7389 -5.9730 -5.2212
N 5.7085 -4.4970 -3.7385
H 5.5727 -6.5287 -5.2500
H 3.9559 -6.2448 -5.7861
H 5.6380 -3.6695 -3.1784
H 6.5636 -5.0197 -3.7371
C -3.4205 5.1477 4.0073
O -4.1492 4.1894 4.2096
N -2.2171 5.0447 3.3786
N -3.7590 6.4156 4.4019
H -1.5991 5.8209 3.2003
H -1.9447 4.1284 3.0811
H -4.6381 6.5325 4.8685
H -3.1721 7.2121 4.2458
```

The total charge is +1. As for the LUMO energy: -2.493 eV.

[2]
A cluster of 2 separate species, C3H9NO2S2 in total at a distorted geometry. Source: the Open Molecules 2025 dataset; level of theory: ωB97M-V/def2-TZVPD.

Geometry as XYZ:
```
17
Properties=species:S:1:pos:R:3
N -0.2724 -1.0715 0.4291
C 0.1784 0.1670 -0.2405
C 0.1282 1.3041 0.7362
O -0.2064 1.2276 1.9449
C -0.8872 0.5915 -1.3804
S -1.4207 -0.9064 -2.2293
S -0.7548 -0.7028 -4.0509
H 0.3870 -1.8639 0.4223
H -0.5811 -0.9751 1.3998
H 1.1255 -0.1147 -0.7786
H 0.2402 2.4376 0.3623
H -0.3897 1.3861 -1.9224
H -1.7838 0.9405 -0.9325
H 0.4059 -1.5187 -4.0245
O 1.2462 -0.6709 3.5713
H 0.6241 0.0373 3.6090
H 1.9605 -0.2679 3.0842
```

For the energy above the lowest of the compared OMol25 structures with the same formula, charge and spin, the calculation gives 48.4 kcal/mol. As for the LUMO energy: 0.255 eV. The SMILES is N[C@H](C=O)CSS.O.

[3]
The molecule C17H25N3O. Source: the Open Molecules 2025 dataset; level of theory: ωB97M-V/def2-TZVPD.

Geometry as XYZ:
```
46
Properties=species:S:1:pos:R:3
C 1.0359 2.1045 -4.2851
O 2.3547 2.0601 -3.8032
C 2.5703 1.8028 -2.4797
C 1.5399 1.5759 -1.5553
C 1.8256 1.3208 -0.2256
N 0.8808 1.1301 0.7274
C -0.5276 0.9667 0.4812
C -1.2535 0.6681 1.7891
C -2.7767 0.6916 1.6525
C -3.3534 -0.3228 0.6630
C -3.0465 -1.7738 1.0269
C -3.7668 -2.7492 0.0972
C -3.4223 -4.2187 0.3902
N -3.8743 -4.7278 1.6709
C 3.1900 1.2765 0.2001
N 3.4355 1.0025 1.4935
C 4.6766 0.9616 1.9001
C 5.7764 1.1901 1.0573
C 5.5476 1.4625 -0.2637
C 4.2209 1.5125 -0.7468
C 3.8923 1.7752 -2.0828
H 0.4544 2.8970 -3.8019
H 0.5238 1.1454 -4.1531
H 1.1195 2.3211 -5.3493
H 0.5109 1.6036 -1.8723
H 1.2553 0.8637 1.6264
H -0.9300 1.8909 0.0446
H -0.6938 0.1528 -0.2386
H -0.9274 -0.3013 2.1694
H -0.9643 1.4252 2.5219
H -3.2115 0.5073 2.6378
H -3.0851 1.6923 1.3400
H -2.9807 -0.1147 -0.3415
H -4.4383 -0.1902 0.6380
H -1.9721 -1.9557 0.9604
H -3.3542 -1.9505 2.0609
H -3.4914 -2.5290 -0.9365
H -4.8481 -2.6104 0.1884
H -3.8708 -4.8492 -0.3834
H -2.3380 -4.3540 0.3475
H -3.4374 -4.2170 2.4302
H -4.8789 -4.6130 1.7584
H 4.8233 0.7354 2.9490
H 6.7784 1.1453 1.4568
H 6.3641 1.6406 -0.9497
H 4.6668 1.9553 -2.8107
```

For the energy above the lowest of the compared OMol25 structures with the same formula, charge and spin, the calculation gives 37.3 kcal/mol. As for the LUMO energy: 0.663 eV. The SMILES is COc1cc(NCCCCCCCN)c2ncccc2c1.

[4]
A structure of composition C21H21CaNO5S at a distorted geometry. Source: the Open Molecules 2025 dataset; level of theory: ωB97M-V/def2-TZVPD.

Geometry as XYZ:
```
50
Properties=species:S:1:pos:R:3
Ca 0.3321 -0.0305 -0.8686
C -0.9979 -0.4640 3.2828
C -0.5076 -1.0346 2.0093
O -0.7569 -0.4486 0.9311
C 0.2892 -2.2684 2.0724
C 0.2571 -3.1019 3.1642
C 0.5986 -4.4337 3.1238
C 1.0314 -5.0172 1.9321
C 1.0787 -4.2099 0.7824
C 0.7972 -2.8304 0.8200
O 1.0242 -2.1100 -0.2461
H -1.8480 -1.0295 3.7205
H -1.2658 0.6254 3.1172
H -0.1404 -0.5013 3.9554
H -0.0246 -2.6759 4.1245
H 0.5023 -5.0513 3.9974
H 1.1971 -6.0761 1.8515
H 1.1735 -4.5178 -0.2357
C 6.6602 1.7146 1.0437
C 5.3148 1.4369 0.4322
C 4.4240 2.4343 0.0089
C 3.1586 2.0418 -0.4558
N 2.7175 0.7715 -0.5618
C 3.6159 -0.1404 -0.2385
C 4.8805 0.1554 0.2954
H 6.8055 1.1045 1.9925
H 6.7039 2.8069 1.2796
H 7.4345 1.4903 0.3079
H 4.8032 3.4624 0.0026
H 2.4360 2.7658 -0.8326
H 3.2620 -1.2072 -0.2425
H 5.4943 -0.6985 0.5913
C -6.7535 1.1271 -1.3829
C -5.4553 1.5022 -2.1544
C -4.7592 0.4906 -2.8597
C -3.3902 0.5757 -3.2210
C -2.6796 1.6915 -2.8441
C -3.3131 2.7476 -2.1824
C -4.6600 2.6248 -1.8631
S -0.8547 1.7448 -2.7551
O -0.3389 0.3467 -3.0677
O -0.4155 2.7224 -3.7200
O -0.6329 2.0818 -1.3172
H -6.5820 0.0664 -1.0725
H -7.6387 1.2216 -2.0460
H -6.9261 1.6897 -0.4487
H -5.3190 -0.3851 -3.2061
H -2.8673 -0.2333 -3.8497
H -2.7491 3.6205 -1.9079
H -5.1163 3.4026 -1.2586
```

For the energy above the lowest of the compared OMol25 structures with the same formula, charge and spin, the calculation gives 0.0 kcal/mol. As for the LUMO energy: 0.034 eV.

[5]
The molecule C6H10O2 at a distorted geometry. Source: the Open Molecules 2025 dataset; level of theory: ωB97M-V/def2-TZVPD.

Geometry as XYZ:
```
18
Properties=species:S:1:pos:R:3
C 3.2749 -1.1807 -0.1228
C 2.3328 -0.3186 -0.3574
O 1.6754 0.3158 0.6466
C 0.6998 1.2281 0.2320
O -0.4040 0.7726 -0.5421
C -1.1643 0.0623 0.1664
C -2.4834 0.0438 -0.2218
C -3.5758 -0.8665 0.1419
H 3.4857 -1.5269 0.9680
H 3.7878 -1.5891 -0.9568
H 1.9002 0.0901 -1.2402
H 0.2574 1.7363 1.0586
H 1.0892 2.0639 -0.4170
H -0.8184 -0.3444 1.1874
H -2.6228 0.4645 -1.1894
H -3.3859 -1.4821 1.0949
H -3.8425 -1.5737 -0.6011
H -4.5258 -0.3564 0.2290
```

For the energy above the lowest of the compared OMol25 structures with the same formula, charge and spin, the calculation gives 78.3 kcal/mol. As for the LUMO energy: 1.035 eV. The SMILES is C=COCO/C=C/C.

[6]
A cluster of 2 separate species, C3H5O2S2 in total at a distorted geometry. Source: the Open Molecules 2025 dataset; level of theory: ωB97M-V/def2-TZVPD.

Geometry as XYZ:
```
12
Properties=species:S:1:pos:R:3
C 1.1872 0.4377 -0.4612
C 2.5405 -0.2031 -0.0529
O 3.5009 0.5201 -0.3588
O 2.4429 -1.2677 0.5521
C 0.0075 0.1855 0.3697
S -1.4228 0.2208 -0.7535
S -3.0542 0.2089 0.4509
H 1.2602 1.4319 -0.8835
H 0.8043 -0.3664 -1.4254
H 0.0765 -0.8270 0.7751
H -0.0220 0.8809 1.2058
H 0.4320 -0.7186 -2.0901
```

For the energy above the lowest of the compared OMol25 structures with the same formula, charge and spin, the calculation gives 89.9 kcal/mol. The total charge is -1. As for the LUMO energy: 1.278 eV.

- What is the formula in the sixth record?
  C3H5O2S2